Record 1
A cluster of 2 separate species, H2O2 in total in a non-equilibrium geometry. Source: the Open Molecules 2025 dataset; level of theory: the ωB97M-V functional and the def2-TZVPD basis.

Each line ends with the natural charge from an NBO analysis.
Positions of all 4 atoms, in Å:
1 O 0.82 -0.01 -0.74  -0.31
2 O 0.33 -0.58 0.34  -0.16
3 H 0.75 1.01 -0.49  0.46
4 H -1.90 -0.42 0.89  0.01

Gap between HOMO and LUMO (alpha / beta) (eV): 9.660 / 11.522
E (Eh): -151.421026
Max |F| (eV/Å): 3.30
HOMO (alpha / beta) (eV): -10.4 / -11.1
E_LUMO (alpha / beta) (Ha): -0.0275 / 0.0144



Record 2
An isolated molecule of C19H18FN3O4S. Source: the Open Molecules 2025 dataset; level of theory: the ωB97M-V functional and the def2-TZVPD basis.

Each line ends with the natural charge from an NBO analysis.
Positions of all 46 atoms, in Å:
1 O -0.85 -3.84 -0.07  -0.61
2 C -0.80 -2.79 0.53  0.67
3 N 0.32 -2.05 0.62  -0.43
4 C 0.49 -0.78 1.29  -0.24
5 H -0.36 -0.53 1.92  0.23
6 C 0.72 0.32 0.22  -0.22
7 N 1.85 0.01 -0.61  -0.43
8 C 3.13 0.41 -0.24  0.11
9 C 4.21 0.35 -1.13  0.35
10 C 5.47 0.79 -0.82  -0.26
11 C 5.72 1.35 0.42  -0.23
12 C 4.68 1.46 1.32  -0.20
13 C 3.41 1.00 1.00  -0.26
14 H 2.63 1.10 1.74  0.21
15 H 4.84 1.90 2.29  0.21
16 H 6.71 1.70 0.68  0.22
17 H 6.25 0.70 -1.56  0.23
18 F 4.03 -0.14 -2.39  -0.33
19 C 1.64 -1.27 -1.27  -0.23
20 H 2.48 -1.52 -1.92  0.23
21 C 1.45 -2.38 -0.23  -0.24
22 H 1.23 -3.33 -0.71  0.25
23 H 2.34 -2.48 0.40  0.19
24 H 0.73 -1.19 -1.87  0.22
25 H 0.84 1.29 0.69  0.21
26 H -0.16 0.35 -0.43  0.22
27 H 1.38 -0.86 1.92  0.20
28 C -2.05 -2.27 1.27  -0.33
29 N -2.55 -1.06 0.65  -0.66
30 C -2.78 0.10 1.32  0.67
31 O -2.52 0.29 2.49  -0.58
32 C -3.39 1.08 0.39  -0.15
33 C -3.55 0.63 -0.91  -0.22
34 C -4.11 1.41 -1.89  -0.21
35 C -4.53 2.69 -1.54  -0.18
36 C -4.38 3.16 -0.24  -0.19
37 C -3.81 2.36 0.73  -0.15
38 H -3.68 2.70 1.75  0.24
39 H -4.71 4.15 0.01  0.23
40 H -4.98 3.33 -2.29  0.23
41 H -4.23 1.04 -2.90  0.24
42 S -2.89 -1.02 -1.02  2.31
43 O -3.87 -2.01 -1.34  -0.88
44 O -1.65 -1.02 -1.74  -0.91
45 H -1.86 -2.07 2.32  0.26
46 H -2.81 -3.05 1.17  0.25

Gap between HOMO and LUMO (eV): 7.342
E (Eh): -1698.121370
Max |F| (eV/Å): 0.81
HOMO (eV): -7.8
Structure (SMILES): O=C(CN1C(=O)c2ccccc2S1(=O)=O)N1CCN(c2ccccc2F)CC1
E_LUMO (Ha): -0.0153



Record 3
A structure of composition C38H26BrF4IrN9O2P in a non-equilibrium geometry. Source: the Open Molecules 2025 dataset; level of theory: the ωB97M-V functional and the def2-TZVPD basis.

Each line ends with the Mulliken spin population.
Positions of all 82 atoms, in Å:
1 Ir -0.07 0.04 -0.15  0.56
2 O 1.13 1.14 4.37  0.00
3 C 0.92 -0.29 2.50  -0.06
4 N -0.15 -0.70 1.62  0.21
5 C -1.41 -0.71 2.23  0.01
6 O -1.57 -0.62 3.41  0.05
7 C -2.48 -0.82 1.23  -0.01
8 C -3.78 -1.15 1.57  0.00
9 C -4.73 -1.22 0.56  0.00
10 C -4.33 -0.95 -0.74  0.00
11 C -3.01 -0.63 -1.00  0.00
12 N -2.09 -0.55 -0.03  -0.01
13 C 2.17 -0.09 1.72  0.03
14 C 3.43 -0.22 2.27  0.00
15 C 4.53 0.20 1.54  0.00
16 C 4.32 0.75 0.29  0.00
17 C 3.04 0.82 -0.21  0.00
18 N 1.96 0.41 0.48  -0.01
19 H -4.01 -1.34 2.61  0.00
20 H -5.75 -1.48 0.79  0.00
21 H -5.04 -1.00 -1.56  0.00
22 H -2.69 -0.48 -2.01  0.00
23 H 3.53 -0.62 3.27  0.00
24 H 5.53 0.11 1.95  0.00
25 H 5.15 1.13 -0.30  0.00
26 H 2.88 1.27 -1.17  0.00
27 F -0.21 -1.93 -7.01  0.00
28 C -0.04 -1.95 -5.72  0.00
29 C -0.28 -3.10 -4.99  0.00
30 F -0.70 -4.19 -5.60  0.00
31 C -0.08 -3.12 -3.61  0.00
32 F -0.32 -4.28 -3.01  0.00
33 C 0.35 -2.00 -2.92  0.02
34 P 0.78 -2.01 -1.14  0.03
35 C 0.09 -3.51 -0.43  0.01
36 C -1.28 -3.59 -0.17  -0.01
37 C -1.86 -4.77 0.26  0.00
38 C -1.07 -5.89 0.45  0.00
39 C 0.29 -5.83 0.19  0.00
40 C 0.87 -4.66 -0.25  -0.01
41 C 2.57 -2.20 -1.12  0.01
42 C 3.36 -1.97 -2.25  0.00
43 C 4.72 -2.22 -2.20  0.00
44 C 5.30 -2.72 -1.04  0.00
45 C 4.53 -2.94 0.08  0.00
46 C 3.17 -2.67 0.05  0.00
47 C 0.59 -0.85 -3.69  -0.01
48 Br 1.28 0.72 -2.90  0.05
49 C 0.39 -0.81 -5.05  -0.01
50 F 0.61 0.29 -5.74  0.00
51 H -1.91 -2.73 -0.34  0.00
52 H -2.93 -4.82 0.43  0.00
53 H -1.51 -6.82 0.80  0.00
54 H 0.91 -6.72 0.32  0.00
55 H 1.92 -4.66 -0.49  0.00
56 H 2.93 -1.62 -3.18  0.00
57 H 5.33 -2.05 -3.09  0.00
58 H 6.36 -2.93 -1.02  0.00
59 H 4.98 -3.35 0.98  0.00
60 H 2.57 -2.85 0.94  0.00
61 N 0.64 1.01 3.09  0.01
62 C 0.06 2.03 2.48  0.00
63 N -0.13 3.13 3.19  0.00
64 C -0.76 4.13 2.58  0.00
65 N -0.96 5.26 3.23  0.00
66 N -1.21 4.07 1.29  0.00
67 C -0.95 2.96 0.67  0.03
68 N -0.31 1.88 1.16  0.04
69 C -1.39 2.84 -0.73  -0.04
70 C -2.05 3.87 -1.37  0.00
71 C -2.48 3.69 -2.67  0.00
72 C -2.25 2.47 -3.28  0.01
73 C -1.58 1.49 -2.58  0.00
74 N -1.15 1.66 -1.32  0.10
75 H 0.71 1.96 4.71  0.00
76 H 1.04 -0.97 3.34  0.00
77 H -0.64 5.36 4.18  0.00
78 H -1.45 6.02 2.79  0.00
79 H -2.21 4.80 -0.83  0.00
80 H -2.99 4.49 -3.20  0.00
81 H -2.57 2.27 -4.30  0.00
82 H -1.37 0.54 -3.05  0.00

Gap between HOMO and LUMO (alpha / beta) (eV): 7.564 / 5.701
E (Eh): -5525.251608
Max |F| (eV/Å): 1.76
HOMO (alpha / beta) (eV): -16.8 / -16.8
Net charge: +3
E_LUMO (alpha / beta) (Ha): -0.3386 / -0.4063
2S+1: 2



Record 4
A cluster of 10 separate species, C36H52O30 in total in a non-equilibrium geometry. Source: the Open Molecules 2025 dataset; level of theory: the ωB97M-V functional and the def2-TZVPD basis.

Each line ends with the Mulliken charge.
Positions of all 118 atoms, in Å:
1 C 13.25 4.70 12.35  -0.27
2 C 13.77 4.95 13.73  -0.26
3 O 15.16 4.99 13.54  -0.30
4 C 15.47 4.89 12.29  0.68
5 O 16.60 5.22 11.82  -0.60
6 O 14.43 4.75 11.51  -0.29
7 H 12.44 5.40 12.15  0.30
8 H 12.82 3.70 12.40  0.24
9 H 13.74 4.11 14.43  0.27
10 H 13.34 5.90 14.05  0.23
11 C 12.32 10.04 3.89  -0.26
12 C 13.09 10.14 2.61  -0.20
13 O 14.26 9.53 3.02  -0.35
14 C 14.34 9.19 4.30  0.70
15 O 15.34 8.71 4.79  -0.53
16 O 13.12 9.36 4.85  -0.34
17 H 11.43 9.46 3.66  0.25
18 H 12.02 11.02 4.27  0.25
19 H 13.25 11.18 2.34  0.21
20 H 12.59 9.69 1.75  0.26
21 C 7.26 10.42 -5.65  -0.34
22 C 8.28 10.34 -4.53  -0.29
23 O 9.27 9.53 -5.20  -0.28
24 C 9.07 9.73 -6.50  0.65
25 O 9.93 9.37 -7.31  -0.58
26 O 8.10 10.61 -6.77  -0.28
27 H 6.62 11.30 -5.61  0.29
28 H 6.65 9.53 -5.75  0.27
29 H 7.91 9.90 -3.60  0.31
30 H 8.66 11.33 -4.27  0.24
31 C 1.32 0.53 8.91  -0.30
32 C 2.46 -0.21 9.55  -0.20
33 O 3.27 -0.56 8.43  -0.32
34 C 2.78 0.09 7.31  0.66
35 O 3.30 0.15 6.21  -0.54
36 O 1.69 0.81 7.57  -0.32
37 H 1.09 1.43 9.48  0.27
38 H 0.40 -0.04 8.85  0.25
39 H 2.15 -1.09 10.11  0.25
40 H 2.96 0.36 10.34  0.25
41 C 10.01 1.71 4.60  -1.28
42 C 10.57 2.04 3.21  0.36
43 C 9.97 1.32 2.02  -0.34
44 O 9.34 2.38 1.29  -0.35
45 C 9.57 3.60 1.83  0.69
46 O 9.21 4.67 1.38  -0.57
47 O 10.34 3.42 2.92  -0.35
48 H 9.96 0.64 4.81  0.36
49 H 8.96 2.02 4.58  0.34
50 H 10.67 2.07 5.38  0.33
51 H 11.66 1.95 3.19  0.28
52 H 9.27 0.52 2.26  0.27
53 H 10.74 0.87 1.38  0.26
54 C 3.65 0.88 -2.20  -1.29
55 C 3.79 -0.62 -2.62  0.27
56 C 3.07 -1.59 -1.79  -0.32
57 O 2.13 -2.19 -2.68  -0.33
58 C 2.32 -1.67 -3.93  0.67
59 O 1.77 -2.12 -4.94  -0.60
60 O 3.14 -0.72 -3.92  -0.34
61 H 3.72 1.05 -1.13  0.37
62 H 2.75 1.29 -2.65  0.35
63 H 4.44 1.43 -2.72  0.34
64 H 4.83 -0.89 -2.84  0.32
65 H 2.55 -1.11 -0.96  0.29
66 H 3.85 -2.25 -1.43  0.26
67 C 13.25 3.17 -5.08  -1.34
68 C 14.61 2.94 -5.67  0.37
69 C 14.52 3.18 -7.24  -0.43
70 O 15.06 4.51 -7.31  -0.32
71 C 15.59 4.90 -6.15  0.67
72 O 16.20 5.96 -6.13  -0.56
73 O 15.39 3.94 -5.17  -0.35
74 H 13.31 3.27 -4.00  0.34
75 H 12.67 2.29 -5.33  0.38
76 H 12.75 4.02 -5.55  0.33
77 H 15.01 1.97 -5.37  0.36
78 H 13.49 3.20 -7.57  0.28
79 H 15.16 2.52 -7.83  0.28
80 C 2.75 6.99 4.46  -1.46
81 C 3.42 7.37 5.79  0.56
82 C 2.46 7.23 7.01  -0.38
83 O 3.33 6.48 7.96  -0.32
84 C 4.51 6.29 7.50  0.70
85 O 5.42 5.64 8.11  -0.61
86 O 4.55 6.59 6.18  -0.34
87 H 2.51 5.93 4.39  0.37
88 H 3.37 7.23 3.59  0.35
89 H 1.79 7.48 4.31  0.38
90 H 3.74 8.40 5.65  0.18
91 H 1.48 6.85 6.75  0.29
92 H 2.09 8.16 7.44  0.27
93 C 7.57 -6.42 6.38  -1.44
94 C 7.25 -7.53 7.28  0.47
95 C 6.00 -8.23 6.90  -0.46
96 O 6.33 -9.56 6.84  -0.29
97 C 7.59 -9.70 6.80  0.69
98 O 8.17 -10.76 6.49  -0.62
99 O 8.22 -8.57 7.11  -0.33
100 H 6.89 -5.58 6.54  0.39
101 H 7.66 -6.67 5.32  0.35
102 H 8.52 -5.96 6.68  0.35
103 H 7.24 -7.25 8.34  0.27
104 H 5.78 -7.95 5.87  0.28
105 H 5.15 -7.99 7.54  0.33
106 C 20.86 -0.58 0.96  -1.27
107 C 19.35 -0.59 1.20  0.36
108 C 18.52 0.57 0.45  -0.44
109 O 17.28 -0.14 0.28  -0.32
110 C 17.63 -1.46 -0.07  0.64
111 O 16.84 -2.12 -0.75  -0.54
112 O 18.82 -1.74 0.54  -0.32
113 H 21.29 -1.51 1.34  0.34
114 H 21.18 0.33 1.47  0.37
115 H 21.08 -0.53 -0.11  0.33
116 H 19.07 -0.59 2.26  0.30
117 H 18.97 0.88 -0.50  0.28
118 H 18.22 1.48 0.97  0.28

Gap between HOMO and LUMO (eV): 10.398
E (Eh): -3660.083533
Max |F| (eV/Å): 7.84
HOMO (eV): -10.3
Structure (SMILES): C[C@H]1COC(=O)O1.C[C@H]1COC(=O)O1.C[C@H]1COC(=O)O1.C[C@H]1COC(=O)O1.C[C@H]1COC(=O)O1.C[C@H]1COC(=O)O1.O=C1OCCO1.O=C1OCCO1.O=C1OCCO1.O=C1OCCO1
E_LUMO (Ha): 0.0030



Asked for relative energy (zero: lowest compared OMol25 entry of this formula, charge and spin) across the records above, the calculation gives 92.8; 0.0; 0.0; 141.4 kcal per mole in order.